The following is a quantum chemistry calculation of C6H9F13HfN5O23S7 as an isolated structure at a distorted geometry, from the Open Molecules 2025 dataset.

```
64
Properties=species:S:1:pos:R:3:mulliken_charge:R:1
F 1.54867 3.42667 3.17942 -0.189
F -1.96084 4.32457 1.00340 -0.292
O 0.90341 3.58878 -2.09151 -0.503
O 2.01474 -0.98941 -5.42209 -0.583
O -1.26730 5.38984 -1.02056 -0.560
S -1.15415 2.66200 3.77329 1.393
F 1.00810 3.64804 5.22168 -0.227
H 0.51513 -5.53995 -0.91392 0.330
N -0.85822 -0.51191 0.59624 0.657
C -3.64598 -2.64424 3.33378 0.488
O -3.57749 -0.03767 4.50038 -0.510
H 4.49913 1.12066 2.26335 0.287
O 0.39897 4.79869 0.78143 -0.471
S -2.28257 -0.21361 -3.00073 0.914
O 1.78245 -0.74630 -0.12065 -0.339
O 2.64100 -3.87623 -0.45999 -0.531
O -3.16508 -0.11148 2.08804 -1.021
H 3.56526 0.55407 -4.02163 0.322
F 0.05428 1.36472 -1.80327 0.232
O -1.44252 -0.81576 3.60132 -0.478
O -2.89835 0.83551 -3.87971 -0.581
O -2.40591 0.19786 -1.56483 -0.823
O 1.22978 -0.55376 2.36626 -0.483
H 3.87570 0.41942 0.65635 0.158
O 3.25277 -5.23228 -2.02080 -0.579
S -0.72953 -1.97284 0.18733 0.975
H 5.40864 1.36615 0.77137 0.333
O -0.91779 -0.57787 -3.37485 -0.516
C 2.79614 0.04347 -3.44211 -0.462
O -1.67489 4.01503 3.63027 -0.679
F -2.72544 -2.84936 -2.97744 -0.153
C -3.41832 -1.74942 -3.31726 0.533
O -1.37391 1.89540 2.52168 0.656
F -2.32294 -2.15333 0.19756 -0.390
Hf -2.25696 1.20528 0.52527 1.588
F -3.70364 -1.68963 -4.60313 -0.159
N -1.05766 2.90220 -0.29227 0.023
S 0.86233 -0.46083 0.92268 0.093
F -3.41042 -3.14244 2.13565 -0.167
H 0.44407 -4.10085 -1.83435 -0.145
O -0.28590 -3.01507 1.17321 -0.673
S -2.86696 -0.76538 3.40142 0.859
S -0.38317 2.93202 -1.91528 0.770
O 3.19112 2.70301 -0.21086 -0.480
O -0.49825 -2.12845 -1.26635 -0.315
S -0.76952 4.44819 -0.05708 0.821
F -5.02194 -2.62024 3.44335 -0.231
H 1.94304 0.55176 -2.99271 -0.020
O 1.98355 -2.01558 -3.45800 -0.394
O 4.11135 3.46175 1.64125 -0.543
O -1.84713 2.03373 4.92404 -0.625
N 3.81312 2.54391 0.83638 0.886
N 2.40396 -4.71070 -1.35420 1.003
F -4.54485 -1.66123 -2.56260 -0.221
C 0.99462 -5.03818 -1.75441 -0.401
O -1.27158 2.87668 -3.09160 -0.542
F -3.19077 -3.39493 4.29161 -0.178
N 2.27950 -1.11505 -4.20750 0.841
C 0.76828 2.91845 4.13768 0.659
C 4.41037 1.21139 1.18077 -0.668
F 0.72837 1.11705 0.79920 -0.046
H 3.35431 -0.38848 -2.61147 0.216
F 1.12496 1.67820 4.33542 -0.207
H 1.02285 -5.41204 -2.77790 0.351
```

HOMO-LUMO gap = 6.39 eV
Net charge = -1
ΔE to the lowest compared entry with this formula, charge and spin = 88.0 kcal per mole
HOMO = -8.0 eV


The following is a quantum chemistry calculation of the molecule C6H9FN2S2 at a distorted geometry, from the Open Molecules 2025 dataset.

```
20
Properties=species:S:1:pos:R:3:mulliken_charge:R:1
H 3.85594 -1.21008 1.73867 0.355
H -1.70949 -1.31525 0.77746 0.303
H -3.55078 -0.91766 0.32979 0.273
C -2.39884 -0.53494 0.36323 -0.952
C 2.02490 0.13169 -0.47196 -0.060
S 4.21815 -0.26836 -0.34050 0.401
N 4.62058 0.68042 0.76468 -0.515
H -2.30557 1.05760 -1.22902 0.337
H -2.11486 -0.68099 -1.69108 0.213
H 3.34677 -2.24812 0.53241 0.276
C 0.26954 1.67863 -0.62508 -1.059
H -2.50548 0.17440 1.18806 0.313
H 5.05068 1.62550 0.78837 0.242
C 1.66110 1.39930 -0.48776 0.546
H -0.08830 2.68656 -0.49816 0.389
C -1.85048 0.14384 -0.94167 -0.534
N 4.09053 -1.52938 0.74342 -0.512
F 2.50151 2.44819 -0.23647 -0.291
S 0.72197 -0.91110 -0.70226 -0.180
C -0.42260 0.47480 -0.78352 0.456
```

HOMO-LUMO gap = 8.74 eV
Net charge = 0
ΔE to the lowest compared entry with this formula, charge and spin = 8.4 kcal per mole
HOMO = -8.4 eV